A) Entry from OMol25: C3H9NO as an isolated structure (ωB97M-V with the def2-TZVPD basis set).

The HOMO energy is -9.521 eV. The molecular weight comes out at 75.111 u. Its frontier orbital gap is 0.38831 Ha. The total charge is 0.

Each line ends with the Mulliken charge.
Atoms and positions in Å:
C1 2.17 -0.38 0.13  -0.583
C2 0.11 0.72 0.34  -0.284
C3 -1.34 0.52 -0.15  -0.578
H1 2.90 -0.54 -0.75  0.235
H2 1.95 -1.63 0.68  0.211
H3 2.58 0.56 0.95  0.246
H4 0.30 1.84 0.33  0.253
H5 0.20 0.34 1.43  0.321
H6 -1.97 1.43 0.18  0.300
H7 -1.26 0.67 -1.26  0.261
H8 -1.97 -1.04 1.08  0.242
H9 -2.92 -0.78 -0.23  0.249
N1 -1.91 -0.82 0.03  -0.574
O1 0.99 -0.03 -0.57  -0.298


B) Entry from OMol25: C3H9NO as an isolated structure (ωB97M-V with the def2-TZVPD basis set).

The HOMO energy is -9.246 eV. The molecular weight comes out at 75.111 u. Its frontier orbital gap is 0.37203 Ha. The total charge is 0.

Each line ends with the Mulliken charge.
Atoms and positions in Å:
C1 -1.40 -0.40 -0.22  -1.360
C2 -0.14 0.32 -0.52  0.698
C3 0.66 0.62 0.78  -0.870
H1 -1.71 -0.57 -1.35  0.308
H2 -1.46 -1.38 -0.30  0.435
H3 -2.19 0.10 0.41  0.249
H4 -0.40 1.46 -0.91  0.221
H5 1.24 -1.55 -1.01  0.266
H6 1.38 -0.03 -1.75  0.219
H7 1.65 0.28 0.80  0.361
H8 0.91 1.56 1.08  0.520
H9 0.62 0.19 2.56  0.264
N1 0.69 -0.43 -1.45  -0.812
O1 0.13 -0.17 1.88  -0.499


C) Entry from OMol25: a 2-piece molecular cluster, C3H9NO overall (ωB97M-V with the def2-TZVPD basis set).

Its structure (SMILES) is C=O.CNC. The HOMO energy is -8.599 eV. The molecular weight comes out at 75.111 u. Its frontier orbital gap is 0.35624 Ha. The total charge is 0.

Each line ends with the Mulliken charge.
Atoms and positions in Å:
C1 0.34 -2.33 1.97  -0.116
O1 -0.32 -1.39 2.32  -0.372
H1 0.25 -3.30 2.50  0.260
H2 1.04 -2.21 1.12  0.220
C2 -1.27 0.76 -0.57  -0.962
N1 -0.02 0.27 -1.07  -0.287
C3 1.09 1.14 -0.74  -0.918
H3 -1.46 1.10 0.45  0.316
H4 -1.69 1.62 -1.15  0.361
H5 -2.06 0.01 -0.68  0.313
H6 -0.07 0.14 -2.06  0.235
H7 1.00 2.11 -1.28  0.353
H8 2.03 0.74 -1.11  0.295
H9 1.14 1.33 0.32  0.302


Energy above the most stable structure, in eV: A) 1.025; B) 3.113; C) 0.000


A) Entry from OMol25: a 2-piece molecular cluster, C4H13P3 overall (ωB97M-V with the def2-TZVPD basis set).

Its structure (SMILES) is P[PH]#[PH2].C/C=C/C. The HOMO energy is -8.331 eV. The molecular weight comes out at 154.070 u. Its frontier orbital gap is 0.33401 Ha. The total charge is 0.

Each line ends with the Mulliken charge.
Atoms and positions in Å:
P1 -2.52 0.39 -0.25  -0.097
P2 -1.97 -0.81 1.47  -0.002
P3 -0.98 0.74 2.66  -0.143
H1 -2.76 -0.39 -1.35  0.050
H2 -3.76 0.41 0.16  0.047
H3 -0.83 -1.39 1.00  0.022
H4 -1.87 1.22 3.64  0.083
H5 -1.17 1.67 1.60  0.046
C1 2.35 -0.58 0.85  -1.085
C2 1.69 0.18 -0.16  0.057
C3 1.08 -0.44 -1.21  -0.096
C4 0.36 0.30 -2.39  -1.280
H6 1.51 -1.06 1.48  0.152
H7 3.01 -1.30 0.47  0.405
H8 2.87 0.09 1.56  0.284
H9 1.37 1.23 0.11  0.289
H10 1.07 -1.56 -1.33  0.287
H11 0.76 0.08 -3.41  0.363
H12 -0.55 -0.18 -2.54  0.318
H13 0.32 1.41 -2.36  0.301


B) Entry from OMol25: a 2-piece molecular cluster, C4H13P3 overall (ωB97M-V with the def2-TZVPD basis set).

The HOMO energy (spin up / spin down) is -7.648 / -7.515 eV. The molecular weight comes out at 154.070 u. Its frontier orbital gap (spin up / spin down) is 0.27683 / 0.24534 Ha. The total charge is 0.

Each line ends with the Mulliken charge.
Atoms and positions in Å:
C1 -2.63 0.43 -0.28  -0.901
C2 2.92 2.02 -0.24  -0.824
C3 -2.31 -1.00 0.15  -0.530
C4 -0.18 -0.54 1.88  -0.815
P1 2.51 -1.12 -0.83  -0.151
P2 -0.47 -1.05 0.20  0.084
P3 3.19 0.40 0.55  0.027
H1 -2.75 0.55 -1.37  0.292
H2 -3.70 0.77 0.23  0.231
H3 -1.78 1.10 0.05  0.219
H4 3.43 2.65 0.47  0.278
H5 1.83 2.37 -0.32  0.259
H6 3.50 1.97 -1.13  0.321
H7 -2.78 -1.80 -0.36  0.467
H8 -2.60 -1.18 1.33  0.243
H9 -0.44 0.51 2.20  0.257
H10 0.69 -0.96 2.38  0.399
H11 3.18 -2.06 -0.15  0.046
H12 3.32 -1.30 -1.86  0.061
H13 -0.47 -2.45 0.51  0.038


Energy above the most stable structure, in eV: A) 0.000; B) 2.197


A) Entry from OMol25: one molecule with the formula CH3NO2 (ωB97M-V with the def2-TZVPD basis set).

Its structure (SMILES) is NC(=O)O. The HOMO energy is -10.516 eV. The molecular weight comes out at 61.040 u. Its frontier orbital gap is 0.40032 Ha. The total charge is 0.

Each line ends with the Mulliken charge.
Atoms and positions in Å:
N1 1.29 -0.32 0.06  -0.434
C1 -0.05 0.13 -0.01  0.653
O1 -0.37 1.29 0.01  -0.526
O2 -1.05 -0.78 -0.05  -0.468
H1 1.41 -1.28 -0.26  0.202
H2 2.00 0.38 -0.14  0.252
H3 -0.79 -1.69 0.34  0.322


B) Entry from OMol25: a 2-piece molecular cluster, CH3NO2 overall (ωB97M-V with the def2-TZVPD basis set).

Its structure (SMILES) is C=O.N=O. The HOMO energy is -9.826 eV. The molecular weight comes out at 61.040 u. Its frontier orbital gap is 0.34087 Ha. The total charge is 0.

Each line ends with the Mulliken charge.
Atoms and positions in Å:
C1 0.81 -1.20 0.92  -0.048
O1 1.91 -0.82 0.64  -0.379
H1 0.53 -1.54 1.94  0.228
H2 -0.12 -1.34 0.15  0.195
N1 -1.17 1.22 -1.16  0.045
O2 -0.95 1.82 -2.19  -0.249
H3 -1.00 1.86 -0.32  0.209


Energy above the most stable structure, in eV: A) 0.000; B) 4.439


A) Entry from OMol25: a 2-piece molecular cluster, CH3NO2 overall (ωB97M-V with the def2-TZVPD basis set).

The HOMO energy is -9.187 eV. The molecular weight comes out at 61.040 u. Its frontier orbital gap is 0.37866 Ha. The total charge is 0.

Each line ends with the Mulliken charge.
Atoms and positions in Å:
C1 -3.81 -0.35 -0.39  0.060
N1 -0.99 0.47 0.32  -0.388
O1 -3.32 0.43 0.24  -0.091
O2 -0.67 -0.81 -0.14  -0.359
H1 -1.56 -1.24 -0.23  0.303
H2 -1.23 1.09 -0.55  0.256
H3 -0.13 0.83 0.81  0.218


B) Entry from OMol25: a 2-piece molecular cluster, CH3NO2 overall (ωB97M-V with the def2-TZVPD basis set).

The HOMO energy (spin up / spin down) is -10.190 / -10.191 eV. The molecular weight comes out at 61.040 u. Its frontier orbital gap (spin up / spin down) is 0.35013 / 0.35016 Ha. The total charge is 0.

Each line ends with the Mulliken charge.
Atoms and positions in Å:
C1 0.33 0.06 0.01  -0.520
N1 -0.87 1.73 0.20  -0.162
O1 -0.49 3.89 0.33  -0.455
O2 -0.05 2.70 0.23  0.300
H1 -0.33 0.05 -0.81  0.299
H2 1.33 0.29 -0.02  0.298
H3 -0.04 -0.44 0.93  0.239


Energy above the most stable structure, in eV: A) 0.000; B) 5.900


A) Entry from OMol25: C4H5N3 as an isolated structure (ωB97M-V with the def2-TZVPD basis set).

The HOMO energy (spin up / spin down) is -10.139 / -10.126 eV. The molecular weight comes out at 95.105 u. Its frontier orbital gap (spin up / spin down) is 0.27645 / 0.27243 Ha. The total charge is 0.

Each line ends with the Mulliken charge.
Atoms and positions in Å:
C1 -0.21 -0.97 -0.28  0.207
C2 -0.56 -1.76 0.77  0.343
C3 0.52 1.62 0.20  -0.881
C4 1.26 0.36 -0.38  -0.451
N1 -1.77 -2.29 0.85  -0.303
N2 -2.27 -1.88 -0.28  -0.245
N3 -1.31 -1.06 -0.98  -0.236
H1 1.18 2.64 0.25  0.264
H2 0.30 1.46 1.26  0.276
H3 -0.31 1.65 -0.42  0.346
H4 1.90 -0.17 0.42  0.317
H5 1.29 0.38 -1.42  0.363


B) Entry from OMol25: a 2-piece molecular cluster, C4H5N3 overall (ωB97M-V with the def2-TZVPD basis set).

The HOMO energy is -9.375 eV. The molecular weight comes out at 95.105 u. Its frontier orbital gap is 0.36576 Ha. The total charge is 0.

Each line ends with the Mulliken charge.
Atoms and positions in Å:
C1 0.08 -1.44 -0.84  0.308
N1 -1.17 1.15 -0.07  -0.790
C2 0.52 -0.25 -1.16  -0.447
C3 -0.13 0.99 -0.76  0.086
N2 -0.27 -2.49 -0.38  -0.393
C4 1.36 0.36 2.52  -0.254
N3 0.52 1.10 2.26  -0.131
H1 -0.91 -3.13 -0.84  0.307
H2 -1.65 0.29 0.19  0.207
H3 -0.21 1.68 1.84  0.393
H4 1.43 -0.17 -1.74  0.360
H5 0.42 1.91 -1.02  0.353


C) Entry from OMol25: one molecule with the formula C4H5N3 (ωB97M-V with the def2-TZVPD basis set).

Its structure (SMILES) is Nc1cncnc1. The HOMO energy is -8.669 eV. The molecular weight comes out at 95.105 u. Its frontier orbital gap is 0.35030 Ha. The total charge is 0.

Each line ends with the Mulliken charge.
Atoms and positions in Å:
N1 0.29 -1.60 1.16  -0.487
C1 0.08 -0.51 0.34  0.749
C2 -1.18 0.07 0.15  -0.209
N2 -1.35 1.19 -0.55  -0.558
C3 -0.26 1.74 -1.08  -0.100
N3 0.98 1.26 -1.01  -0.558
C4 1.14 0.14 -0.31  -0.203
H1 -0.51 -2.12 1.48  0.199
H2 1.15 -2.11 1.06  0.202
H3 -2.07 -0.39 0.58  0.303
H4 -0.39 2.67 -1.62  0.359
H5 2.15 -0.27 -0.25  0.303


Energy above the most stable structure, in eV: A) 8.419; B) 3.011; C) 0.000


A) Entry from OMol25: one molecule with the formula C4H5N3 (ωB97M-V with the def2-TZVPD basis set).

The HOMO energy is -7.670 eV. The molecular weight comes out at 95.105 u. Its frontier orbital gap is 0.29699 Ha. The total charge is 0.

Each line ends with the Mulliken charge.
Atoms and positions in Å:
N1 2.70 -1.48 0.48  -0.404
C1 1.77 -0.91 0.10  0.142
C2 0.61 -0.17 -0.40  0.205
C3 -0.70 -0.92 -0.63  -0.532
N2 -1.67 0.00 -0.60  -0.261
C4 -1.24 1.11 -0.02  -0.407
N3 0.00 0.67 0.66  -0.211
H1 0.88 0.48 -1.25  0.257
H2 -0.77 -1.83 -1.20  0.324
H3 -0.30 -0.18 1.24  0.362
H4 -1.86 1.84 0.48  0.240
H5 0.58 1.38 1.12  0.284


B) Entry from OMol25: one molecule with the formula C4H5N3 (ωB97M-V with the def2-TZVPD basis set).

The HOMO energy is -7.191 eV. The molecular weight comes out at 95.105 u. Its frontier orbital gap is 0.28140 Ha. The total charge is 0.

Each line ends with the Mulliken charge.
Atoms and positions in Å:
C1 2.66 -0.80 -0.12  -0.572
C2 2.51 0.47 0.07  0.489
C3 -0.46 -0.91 0.51  0.208
C4 -1.81 -0.32 0.26  -0.659
N1 1.66 -1.78 0.09  -0.958
N2 0.51 -1.39 0.04  0.469
N3 2.43 1.62 0.38  -0.441
H1 3.59 -1.14 -0.28  0.476
H2 -1.53 0.32 -0.70  0.199
H3 -2.11 0.26 1.24  0.250
H4 -2.46 -1.17 0.01  0.264
H5 2.33 2.34 -0.32  0.276


Energy above the most stable structure, in eV: A) 0.000; B) 1.679


A) Entry from OMol25: C4H5N3 as an isolated structure (ωB97M-V with the def2-TZVPD basis set).

The HOMO energy (spin up / spin down) is -7.479 / -7.478 eV. The molecular weight comes out at 95.105 u. Its frontier orbital gap (spin up / spin down) is 0.30218 / 0.30215 Ha. The total charge is 0.

Each line ends with the Mulliken charge.
Atoms and positions in Å:
N1 0.96 0.29 1.66  -0.475
C1 0.23 -0.06 0.53  0.621
C2 -0.88 -0.96 0.68  -0.260
N2 -1.62 0.01 0.39  -0.503
C3 -1.01 0.44 -2.35  -0.223
N3 0.07 0.36 -1.78  -0.111
C4 0.82 0.37 -0.74  -0.443
H1 0.63 -0.07 2.54  0.219
H2 1.38 1.20 1.71  0.211
H3 -1.03 -1.95 1.11  0.352
H4 -1.38 -0.40 -2.95  0.224
H5 1.83 0.77 -0.78  0.388


B) Entry from OMol25: one molecule with the formula C4H5N3 (ωB97M-V with the def2-TZVPD basis set).

Its structure (SMILES) is [H]/N=C1/C=NN=C1C. The HOMO energy is -9.709 eV. The molecular weight comes out at 95.105 u. Its frontier orbital gap is 0.31923 Ha. The total charge is 0.

Each line ends with the Mulliken charge.
Atoms and positions in Å:
H1 1.09 -2.09 -0.34  0.267
N1 0.05 -2.03 -0.09  -0.651
C1 -0.48 -0.90 -0.01  0.793
C2 -1.88 -0.58 0.03  -0.459
N2 -2.18 0.65 0.10  -0.408
N3 -0.98 1.40 0.29  -0.478
C3 0.05 0.63 0.13  0.705
C4 1.44 0.98 0.00  -1.254
H2 -2.57 -1.29 -0.27  0.482
H3 1.55 2.00 0.34  0.331
H4 2.00 0.88 -0.88  0.328
H5 1.91 0.36 0.69  0.345


Energy above the most stable structure, in eV: A) 2.226; B) 0.000